Entry 1:
ORCA calculation (ωB97M-V/def2-TZVPD) on CH5FN2 as an isolated structure.

Last column: natural (NBO) charge in e.
Atoms and positions in Å:
C: -0.8139 -0.4511 0.0227  -0.505
N: 0.7733 1.1238 -0.0423  -0.359
N: -0.4699 0.9433 -0.0354  -0.028
F: 2.7003 -0.4502 0.0756  -0.672
H: -1.0495 -0.5981 -1.0099  0.237
H: 0.1484 -0.8867 0.2383  0.226
H: -1.7481 -0.8017 0.3876  0.244
H: 1.7889 0.1738 0.0638  0.489
H: 0.9044 2.1440 -0.0181  0.368

Atoms 1-3, force components in eV/Å:
1.6 0.5 -1.7
-2.7 0.7 0.5
0.8 1.0 0.8

Its charge is 0. The highest occupied orbital energy is -10.7054 eV. The LUMO energy is -0.013 hartree. The total energy is -6813.735 eV. As for the energy relative to the best compared isomer or geometry (same formula, charge and spin): 39.0 kcal/mol.


Entry 2:
ORCA calculation (ωB97M-V/def2-TZVPD) on a 2-piece molecular cluster, H5N4O overall.

Last column: natural (NBO) charge in e.
Atoms and positions in Å:
N: -2.5137 -0.6636 0.1449  -0.826
N: 0.6259 0.9349 0.1467  -0.745
N: -1.4405 0.0946 -0.1050  -0.127
N: -0.3265 0.1313 0.5188  -0.066
O: 2.8009 -0.6221 0.0820  -1.025
H: -2.2708 -1.2443 0.9573  0.287
H: 2.0632 0.0647 0.1516  0.495
H: 2.3145 -1.4468 0.0329  0.447
H: 0.3502 1.5048 -0.6841  0.249
H: -1.5938 0.7305 -0.9152  0.312

Atoms 1-3, force components in eV/Å:
-1.0 -0.8 0.4
0.6 1.0 -0.5
1.1 0.8 -0.2

Its charge is -1. The highest occupied orbital energy is -1.6607 eV. The LUMO energy is 0.184 hartree. The total energy is -8086.460 eV. As for the energy relative to the best compared isomer or geometry (same formula, charge and spin): 2.3 kcal/mol.


Entry 3:
ORCA calculation (ωB97M-V/def2-TZVPD) on an isolated ion of composition C6H11N2 and charge +1.

Last column: natural (NBO) charge in e.
Atoms and positions in Å:
C: -1.6456 -0.9991 -1.2441  -0.398
C: -2.2129 -0.3223 -0.0620  -0.112
C: -0.3650 -0.9269 -1.5617  -0.223
C: -1.4280 0.1578 0.9400  -0.161
C: 0.9551 0.4736 0.1954  0.475
C: 2.3546 0.0081 0.0748  -0.732
N: 0.6725 1.8213 0.1941  -0.772
N: 0.0423 -0.2507 1.1920  -0.635
H: -2.4358 -1.5195 -1.8702  0.244
H: -3.3400 0.0194 -0.0761  0.273
H: 0.0006 -1.3904 -2.5434  0.220
H: -1.8695 0.5918 1.8644  0.241
H: 2.4888 -0.7027 -0.7831  0.283
H: 2.4447 -0.6688 1.0351  0.243
H: 3.2015 0.7697 -0.1438  0.288
H: -0.3493 2.0296 0.2377  0.417
H: 1.1567 2.2593 -0.5760  0.417
H: 0.0026 -0.1267 2.2601  0.458
H: 0.3266 -1.2234 0.8668  0.473

Atoms 1-3, force components in eV/Å:
-1.9 -0.4 -0.1
0.0 1.7 0.2
1.2 0.1 -0.3

Its charge is +1. The highest occupied orbital energy (spin up / spin down) is -12.1247 / -12.7138 eV. The LUMO energy (spin up / spin down) is -0.165 / -0.157 hartree. The total energy is -9368.294 eV. As for the energy relative to the best compared isomer or geometry (same formula, charge and spin): 148.5 kcal/mol.


What did the third record say?
ORCA calculation (ωB97M-V/def2-TZVPD) on an isolated ion of composition C6H11N2 and charge +1.

Last column: natural (NBO) charge in e.
Atoms and positions in Å:
C: -1.6456 -0.9991 -1.2441  -0.398
C: -2.2129 -0.3223 -0.0620  -0.112
C: -0.3650 -0.9269 -1.5617  -0.223
C: -1.4280 0.1578 0.9400  -0.161
C: 0.9551 0.4736 0.1954  0.475
C: 2.3546 0.0081 0.0748  -0.732
N: 0.6725 1.8213 0.1941  -0.772
N: 0.0423 -0.2507 1.1920  -0.635
H: -2.4358 -1.5195 -1.8702  0.244
H: -3.3400 0.0194 -0.0761  0.273
H: 0.0006 -1.3904 -2.5434  0.220
H: -1.8695 0.5918 1.8644  0.241
H: 2.4888 -0.7027 -0.7831  0.283
H: 2.4447 -0.6688 1.0351  0.243
H: 3.2015 0.7697 -0.1438  0.288
H: -0.3493 2.0296 0.2377  0.417
H: 1.1567 2.2593 -0.5760  0.417
H: 0.0026 -0.1267 2.2601  0.458
H: 0.3266 -1.2234 0.8668  0.473

Atoms 1-3, force components in eV/Å:
-1.9 -0.4 -0.1
0.0 1.7 0.2
1.2 0.1 -0.3

Its charge is +1. The highest occupied orbital energy (spin up / spin down) is -12.1247 / -12.7138 eV. The LUMO energy (spin up / spin down) is -0.165 / -0.157 hartree. The total energy is -9368.294 eV. As for the energy relative to the best compared isomer or geometry (same formula, charge and spin): 148.5 kcal/mol.


- energy relative to the best compared isomer or geometry (same formula, charge and spin) of number 2 (H5N4O)?
  2.3 kcal/mol


- Among the records above, which one has the highest energy relative to the best compared isomer or geometry (same formula, charge and spin)?
  C6H11N2


- Which formula does entry 1 have?
  CH5FN2